# 1
Computed, not measured: an isolated ion of composition C5H10N4 and charge +2 in a non-equilibrium geometry, with ωB97M-V/def2-TZVPD.

Computed properties:
Largest force on an atom, eV Å⁻¹: 6.8
Energy above the lowest of the compared OMol25 structures with the same formula, charge and spin, kcal per mole: 5.9
Frontier orbital gap, eV: 9.431
Total charge: +2
SMILES: CC1=NC(=[NH2+])CC(=[NH2+])N1

```
19
Properties=species:S:1:pos:R:3:mulliken_charge:R:1
C -0.6548 2.1535 1.6696 -0.96
C -0.4096 0.9255 0.7484 0.41
N -1.4960 0.3674 0.2950 -0.42
C -1.4262 -0.6496 -0.5229 0.52
N -2.3743 -1.4381 -0.8825 -0.28
C 0.2003 -0.7461 -1.4192 -1.13
C 1.1539 -0.4787 -0.3932 0.65
N 2.3023 -1.0502 -0.4722 -0.24
N 0.8442 0.4719 0.5492 -0.11
H -0.6513 2.9970 1.0415 0.32
H 0.3085 2.1676 2.3035 0.30
H -1.5469 2.0048 2.2732 0.36
H -2.1039 -2.0651 -1.6084 0.27
H -3.3496 -1.1911 -0.4438 0.37
H 0.1010 -1.5963 -1.9731 0.58
H -0.0115 0.1349 -2.0062 0.44
H 2.5182 -1.7460 -1.1998 0.31
H 3.0929 -0.7161 0.0030 0.25
H 1.4244 0.6389 1.3865 0.34
```



# 2
Computed, not measured: an isolated molecule of C4H6N2 in a non-equilibrium geometry, with ωB97M-V/def2-TZVPD.

Computed properties:
Largest force on an atom, eV Å⁻¹: 1.9
Energy above the lowest of the compared OMol25 structures with the same formula, charge and spin, kcal per mole: 4.7
Frontier orbital gap, eV: 9.523
Total charge: 0
SMILES: Cc1c[nH]cn1

```
12
Properties=species:S:1:pos:R:3:mulliken_charge:R:1
C -0.0661 -1.4415 1.6427 -1.01
C 0.1330 -0.2882 0.6760 0.60
C -0.0578 -0.3736 -0.6827 -0.48
N 0.3455 0.8647 -1.1793 -0.09
C 0.7369 1.6433 -0.1126 -0.23
N 0.5873 0.9820 1.0229 -0.59
H -0.4081 -2.3436 1.1743 0.30
H 0.8309 -1.5545 2.2536 0.26
H -0.8806 -1.1888 2.3058 0.27
H -0.4517 -1.2065 -1.2596 0.36
H 0.3145 1.1734 -2.1793 0.22
H 1.0580 2.6660 -0.1824 0.41
```



# 3
Computed, not measured: C28H31N2O2PtS2 as an isolated structure, with ωB97M-V/def2-TZVPD.

Computed properties:
Largest force on an atom, eV Å⁻¹: 0.5
Energy above the lowest of the compared OMol25 structures with the same formula, charge and spin, kcal per mole: 16.6
Multiplicity: 3
Frontier orbital gap (spin up / spin down), eV: 6.338 / 6.027
Total charge: -1

```
66
Properties=species:S:1:pos:R:3:mulliken_spin:R:1
Pt 0.7599 -0.1171 0.2749 0.83
O -2.1507 1.6789 1.0577 0.00
C -2.6582 1.1153 -0.0953 0.01
C -2.5471 -0.3941 -0.1602 0.01
C -3.6099 -1.0924 -0.7366 0.00
C -3.6109 -2.4714 -0.7469 0.00
C -2.5380 -3.1272 -0.1653 0.00
C -1.5020 -2.3700 0.3407 0.00
N -1.4736 -1.0303 0.3336 0.04
H -1.1709 1.8394 0.8250 0.01
H -2.1837 1.5301 -0.9990 0.00
H -3.7280 1.3470 -0.1592 0.00
H -4.4427 -0.5322 -1.1425 0.00
H -4.4321 -3.0245 -1.1865 0.00
H -2.4757 -4.2058 -0.1326 0.00
H -0.6343 -2.8520 0.7651 0.01
C 0.3770 4.1748 0.9843 0.00
C 1.0272 2.7928 1.0751 0.03
C 2.4381 2.8370 0.4847 0.00
C 1.0971 2.3518 2.5423 0.00
O 0.2351 1.9068 0.3244 0.00
H 0.9016 4.9088 1.6011 0.00
H -0.6604 4.1139 1.3187 0.00
H 0.3837 4.5180 -0.0517 0.00
H 3.0828 3.5391 1.0208 0.00
H 2.3811 3.1403 -0.5623 0.00
H 2.8910 1.8417 0.5218 -0.01
H 1.7586 2.9988 3.1248 0.00
H 1.4755 1.3278 2.5880 0.01
H 0.1017 2.3717 2.9917 0.00
S 4.0265 -1.2597 -0.1377 0.45
C 1.7225 -2.7931 1.2011 0.33
N 1.0471 -2.5987 2.3903 0.12
C 1.5941 -3.3811 3.4804 -0.01
C 1.8944 -4.7366 2.8580 0.01
S 2.5427 -4.3469 1.2028 0.06
H 0.8194 -1.6200 2.5381 0.01
H 0.8730 -3.4607 4.2954 0.00
H 2.5214 -2.9365 3.8660 0.00
H 0.9867 -5.3345 2.7713 0.00
H 2.6397 -5.2935 3.4225 0.00
C 1.7074 -1.8692 0.1690 0.16
C 2.7155 -2.1366 -0.8754 -0.06
C 2.6953 -2.8371 -2.0243 -0.07
C 3.9538 -2.9997 -2.8034 0.05
C 5.0319 -3.7084 -2.2785 0.02
C 6.1969 -3.8766 -3.0127 0.00
C 6.3025 -3.3364 -4.2862 0.00
C 5.2359 -2.6256 -4.8185 0.00
C 4.0721 -2.4614 -4.0830 0.00
C 1.4811 -3.4626 -2.5753 -0.01
C 0.2216 -2.8761 -2.4164 0.00
C -0.9035 -3.4487 -2.9888 0.00
C -0.8040 -4.6215 -3.7255 0.00
C 0.4408 -5.2140 -3.8900 0.00
C 1.5691 -4.6376 -3.3295 0.00
H 4.9486 -4.1110 -1.2766 0.00
H 7.0267 -4.4269 -2.5856 0.00
H 7.2125 -3.4647 -4.8597 0.00
H 5.3123 -2.1926 -5.8085 0.00
H 3.2387 -1.9062 -4.4967 0.00
H 0.1407 -1.9473 -1.8614 0.01
H -1.8634 -2.9624 -2.8650 0.00
H -1.6850 -5.0625 -4.1764 0.00
H 0.5368 -6.1283 -4.4641 0.00
H 2.5372 -5.1009 -3.4764 0.00
```



Which of these has the highest largest force on an atom? C5H10N4



Repeat the second record exactly.
Computed, not measured: an isolated molecule of C4H6N2 in a non-equilibrium geometry, with ωB97M-V/def2-TZVPD.

Computed properties:
Largest force on an atom, eV Å⁻¹: 1.9
Energy above the lowest of the compared OMol25 structures with the same formula, charge and spin, kcal per mole: 4.7
Frontier orbital gap, eV: 9.523
Total charge: 0
SMILES: Cc1c[nH]cn1

```
12
Properties=species:S:1:pos:R:3:mulliken_charge:R:1
C -0.0661 -1.4415 1.6427 -1.01
C 0.1330 -0.2882 0.6760 0.60
C -0.0578 -0.3736 -0.6827 -0.48
N 0.3455 0.8647 -1.1793 -0.09
C 0.7369 1.6433 -0.1126 -0.23
N 0.5873 0.9820 1.0229 -0.59
H -0.4081 -2.3436 1.1743 0.30
H 0.8309 -1.5545 2.2536 0.26
H -0.8806 -1.1888 2.3058 0.27
H -0.4517 -1.2065 -1.2596 0.36
H 0.3145 1.1734 -2.1793 0.22
H 1.0580 2.6660 -0.1824 0.41
```



Please write out number 1 again, unchanged.
Computed, not measured: an isolated ion of composition C5H10N4 and charge +2 in a non-equilibrium geometry, with ωB97M-V/def2-TZVPD.

Computed properties:
Largest force on an atom, eV Å⁻¹: 6.8
Energy above the lowest of the compared OMol25 structures with the same formula, charge and spin, kcal per mole: 5.9
Frontier orbital gap, eV: 9.431
Total charge: +2
SMILES: CC1=NC(=[NH2+])CC(=[NH2+])N1

```
19
Properties=species:S:1:pos:R:3:mulliken_charge:R:1
C -0.6548 2.1535 1.6696 -0.96
C -0.4096 0.9255 0.7484 0.41
N -1.4960 0.3674 0.2950 -0.42
C -1.4262 -0.6496 -0.5229 0.52
N -2.3743 -1.4381 -0.8825 -0.28
C 0.2003 -0.7461 -1.4192 -1.13
C 1.1539 -0.4787 -0.3932 0.65
N 2.3023 -1.0502 -0.4722 -0.24
N 0.8442 0.4719 0.5492 -0.11
H -0.6513 2.9970 1.0415 0.32
H 0.3085 2.1676 2.3035 0.30
H -1.5469 2.0048 2.2732 0.36
H -2.1039 -2.0651 -1.6084 0.27
H -3.3496 -1.1911 -0.4438 0.37
H 0.1010 -1.5963 -1.9731 0.58
H -0.0115 0.1349 -2.0062 0.44
H 2.5182 -1.7460 -1.1998 0.31
H 3.0929 -0.7161 0.0030 0.25
H 1.4244 0.6389 1.3865 0.34
```



Which formula does entry 3 have? C28H31N2O2PtS2